58
Properties=species:S:1:pos:R:3 method="wB97M-V/def2-TZVPD" orbital_gap_ev=8.4 spin_multiplicity=1 fmax_ev_per_a=0.64 e_above_lowest_ev=0.8175 charge=+1 homo_ha=-0.41311
Sb -0.5547 2.5728 -0.1329
Sb -2.3996 -1.0202 -0.7647
Mg 0.0112 0.4612 -1.8671
F 2.7161 -5.5406 -0.6487
O 0.2161 1.4792 -3.6350
O 2.0091 0.8694 -1.5321
O 5.8829 -1.2143 -0.6672
O 5.4564 -5.7315 -1.0058
O 1.1778 -1.1636 -1.5693
N 3.7747 -2.0967 -0.5387
N 5.6332 -3.4660 -0.8398
C 2.9767 -3.2368 -0.5123
C -1.9855 0.7150 4.4098
C -0.6384 4.4644 -1.0704
C -3.3040 -0.4852 2.8114
C -2.1539 2.7904 1.2483
C 2.1090 -0.3580 -1.2189
C -3.0832 0.4933 1.8420
C -3.6273 0.2858 0.4570
C -2.3389 1.6270 2.1895
C 4.9172 -4.6665 -0.8599
C 3.4847 -4.4535 -0.6608
C 5.1570 -2.1830 -0.6716
C -1.7881 1.7113 3.4694
C -2.7661 -0.3856 4.0819
C 3.2339 -0.7681 -0.3095
C -1.0094 -1.6644 0.7311
C -3.6043 -2.7495 -0.6904
C -0.5097 2.2369 -4.6308
C 1.0727 2.8622 1.1822
H -1.5602 -2.1356 1.5418
H -0.3218 -2.3736 0.2733
H 1.0605 2.0900 1.9508
H 0.1016 3.0712 -4.9610
H 1.9992 2.8009 0.6153
H -1.9122 3.6934 1.8109
H -3.1921 -3.5194 -1.3383
H -3.0501 3.0036 0.6664
H 2.8625 -0.6598 0.7165
H -1.4104 2.6104 -4.1541
H 0.1819 4.5484 -1.7811
H 6.6342 -3.5425 -0.9548
H 4.0508 -0.0662 -0.4376
H -3.9170 -1.3445 2.5581
H -0.4404 -0.8310 1.1476
H 1.9175 -3.0826 -0.3885
H -2.9603 -1.1577 4.8146
H -1.2231 2.5961 3.7415
H 1.1604 1.4432 -3.8337
H -4.5997 -0.2078 0.4894
H -4.6182 -2.5148 -1.0074
H -3.5975 -3.0866 0.3438
H 0.9740 3.8403 1.6506
H -1.5862 4.5913 -1.5899
H -3.7563 1.2109 -0.0986
H -0.7687 1.5943 -5.4671
H -0.5341 5.2315 -0.3047
H -1.5599 0.8115 5.3996